[1]
Molecular formula: C24H20Cl2N3NiO2S2Te
Method: DFT, ωB97M-V/def2-TZVPD

Last column: Löwdin spin population.
Positions of all 55 atoms, in Å:
Ni  -0.589  0.139  -0.556  1.4025
O  3.049  -0.338  -2.856  0.0003
C  3.359  0.976  -3.065  -0.0001
C  4.582  1.210  -3.704  0.0000
C  4.971  2.496  -4.103  -0.0001
C  4.093  3.562  -3.813  0.0001
C  2.937  3.301  -3.062  0.0003
C  2.571  2.029  -2.621  0.0019
C  1.390  1.817  -1.705  0.0022
O  1.151  0.594  -1.354  0.0229
N  0.651  2.837  -1.365  -0.0011
N  -0.529  2.397  -0.689  0.0175
C  -1.179  3.287  -0.065  -0.0008
S  -0.662  4.960  0.071  0.0009
C  -2.223  5.578  0.801  0.0001
C  -2.794  4.419  1.591  -0.0004
S  -2.776  2.947  0.546  -0.0026
H  2.261  -0.354  -2.255  -0.0002
H  5.203  0.363  -3.898  0.0000
H  5.884  2.762  -4.590  0.0000
H  4.360  4.625  -3.980  0.0000
H  2.259  4.098  -2.790  0.0000
H  -2.912  5.937  -0.017  0.0000
H  -1.906  6.420  1.378  0.0001
H  -3.838  4.626  1.893  0.0000
H  -2.237  4.325  2.537  0.0000
C  -1.281  -1.432  2.463  -0.0001
Te  -0.226  0.404  2.158  0.0186
C  1.403  -0.637  2.879  0.0008
C  0.812  -1.699  3.783  0.0012
C  1.532  -2.276  4.876  0.0000
C  0.890  -3.183  5.722  0.0004
C  -0.437  -3.582  5.477  0.0001
C  -1.100  -3.022  4.407  0.0004
C  -0.507  -2.084  3.552  0.0005
H  -1.226  -1.997  1.552  0.0000
H  -2.313  -1.292  2.711  -0.0002
H  2.076  0.007  3.444  0.0001
H  1.911  -1.097  2.028  0.0002
H  2.527  -1.948  5.055  0.0000
H  1.468  -3.567  6.561  0.0000
H  -0.957  -4.278  6.136  0.0000
H  -2.130  -3.334  4.256  0.0000
Cl  0.012  -3.626  -0.576  0.0072
C  -1.416  -3.559  -1.635  0.0441
C  -1.793  -4.658  -2.411  -0.0017
C  -2.863  -4.488  -3.296  0.0379
C  -3.531  -3.250  -3.353  -0.0012
C  -3.185  -2.219  -2.526  0.0382
Cl  -4.067  -0.712  -2.650  0.0066
C  -2.036  -2.267  -1.667  0.0621
N  -1.600  -1.203  -1.024  0.3393
H  -1.337  -5.640  -2.400  -0.0006
H  -3.288  -5.279  -3.889  0.0031
H  -4.416  -3.094  -3.960  -0.0005

Orbital gap (spin up / spin down)   5.52 / 5.65 eV
Total charge   -1
2S+1   3
Energy above the lowest of the compared OMol25 structures with the same formula, charge and spin   0.00 kJ/mol
HOMO energy (spin up / spin down)   -0.1274 / -0.1321 Eh



[2]
Molecular formula: C4H7N3S
Method: DFT, ωB97M-V/def2-TZVPD

Last column: Mulliken charge in e.
Positions of all 15 atoms, in Å:
H  1.873  2.121  -0.150  0.2071
N  0.772  2.147  0.126  -0.8039
C  0.228  1.051  -0.035  0.4121
N  -1.085  0.936  -0.193  -0.2779
S  -1.899  -0.410  0.286  -0.0808
C  -0.519  -1.164  -0.634  -0.6566
C  0.713  -0.397  -0.191  0.8500
C  1.590  -0.999  0.820  -0.6993
N  2.149  -0.599  -0.495  -0.7333
H  -1.748  1.864  -0.165  0.3305
H  -0.805  -1.013  -1.658  0.2929
H  -0.294  -2.248  -0.525  0.3927
H  2.019  -0.563  1.745  0.2759
H  1.600  -2.143  0.806  0.2132
H  2.812  0.211  -0.451  0.2774

SMILES   [H]/N=C1/NSC[C@]12CN2
Orbital gap   9.03 eV
Energy above the lowest of the compared OMol25 structures with the same formula, charge and spin   383.00 kJ/mol
HOMO energy   -0.3081 Eh



[3]
Molecular formula: C23H22N4
Method: DFT, ωB97M-V/def2-TZVPD

Last column: Mulliken charge in e.
Positions of all 49 atoms, in Å:
C  0.006  -4.919  -1.204  -0.9568
N  0.084  -3.618  -0.559  0.1418
C  -0.063  -2.422  -1.228  -1.0444
C  -0.005  -1.359  -0.340  0.4507
C  0.021  0.054  -0.809  0.1633
C  0.062  1.105  0.236  1.3035
C  -0.553  1.085  1.494  -1.6913
N  -0.143  2.169  2.250  0.2693
C  -0.612  2.529  3.583  -0.9253
C  0.822  2.891  1.544  0.4025
C  1.026  2.209  0.301  0.6410
C  2.153  2.569  -0.443  -0.1878
C  2.997  3.606  0.010  -0.8487
C  2.741  4.296  1.215  -0.5040
C  1.629  3.942  2.010  -0.9167
C  0.290  -1.975  1.007  0.4855
C  0.259  -3.399  0.803  0.1869
C  0.445  -4.380  1.781  -0.9598
C  0.786  -3.961  3.077  -0.5516
C  0.927  -2.581  3.309  -0.9259
C  0.727  -1.617  2.287  0.1462
H  -0.025  -5.737  -0.486  0.3054
H  -0.893  -4.966  -1.827  0.3420
H  0.857  -5.096  -1.873  0.3158
H  -0.150  -2.438  -2.316  0.5102
H  0.794  0.206  -1.570  0.0652
H  -1.266  0.375  1.931  0.6067
H  -0.148  3.461  3.926  0.2913
H  -1.700  2.668  3.600  0.3205
H  -0.376  1.749  4.319  0.3230
H  2.359  2.019  -1.365  0.3782
H  3.858  3.897  -0.599  0.3686
H  3.425  5.094  1.546  0.3478
H  1.409  4.468  2.947  0.1914
H  0.321  -5.441  1.546  0.1739
H  0.970  -4.695  3.876  0.3705
H  1.184  -2.253  4.319  0.3737
H  0.928  -0.567  2.511  0.4431
C  -3.668  1.598  -4.423  -1.2031
C  -2.433  1.075  -3.817  0.4926
C  -2.071  0.979  -2.454  -0.3917
N  -0.872  0.350  -2.395  0.0590
C  -0.463  0.135  -3.706  -0.2167
N  -1.413  0.549  -4.587  -0.7066
H  -4.343  2.010  -3.683  0.3143
H  -3.521  2.392  -5.147  0.2879
H  -4.260  0.861  -4.959  0.2599
H  -2.609  1.371  -1.589  0.3206
H  0.507  -0.287  -4.046  0.3782

Orbital gap   8.18 eV
Energy above the lowest of the compared OMol25 structures with the same formula, charge and spin   309.37 kJ/mol
HOMO energy   -0.2799 Eh



[4]
Molecular formula: C7H14O3
Method: DFT, ωB97M-V/def2-TZVPD

Last column: Mulliken charge in e.
Positions of all 24 atoms, in Å:
C  -2.157  0.411  -0.453  0.5890
C  0.141  -0.739  -0.010  0.5572
C  0.356  0.454  -0.589  -0.8810
C  -2.430  1.722  0.206  -1.3866
C  3.811  -0.338  0.162  -1.0498
C  0.129  -0.994  1.454  -1.3121
C  2.680  -0.651  -0.807  0.4939
O  -2.446  0.476  -1.811  -0.5366
O  -2.735  -0.694  0.164  -0.5150
O  2.829  -1.172  -1.870  -0.4671
H  -2.332  -0.409  -2.180  0.3380
H  -3.706  -0.578  0.207  0.3024
H  -0.055  -1.591  -0.652  0.2858
H  0.557  1.333  0.009  0.2846
H  0.334  0.571  -1.662  0.3421
H  -1.921  2.533  -0.314  0.3510
H  -2.101  1.696  1.245  0.2879
H  -3.512  1.942  0.196  0.4157
H  4.776  -0.690  -0.220  0.3394
H  3.839  0.742  0.321  0.2747
H  3.590  -0.800  1.126  0.2554
H  0.391  -0.102  2.024  0.2877
H  -0.869  -1.326  1.749  0.3534
H  0.831  -1.794  1.706  0.3898

Orbital gap (spin up / spin down)   7.19 / 7.39 eV
Energy above the lowest of the compared OMol25 structures with the same formula, charge and spin   553.22 kJ/mol
HOMO energy (spin up / spin down)   -0.2399 / -0.2490 Eh



[5]
Molecular formula: C25H46BCl12N2O3
Method: DFT, ωB97M-V/def2-TZVPD

Last column: Mulliken charge in e.
Positions of all 89 atoms, in Å:
C  -1.608  -1.123  3.463  -0.5155
C  -1.890  -1.561  2.178  0.8678
C  -3.248  -1.698  1.595  -0.0210
O  -4.077  -2.315  2.223  -0.5619
O  -3.567  -1.181  0.370  -0.4275
C  -2.501  -1.246  -0.584  -0.5143
C  -2.152  -2.668  -0.991  -0.8541
C  -1.004  -2.693  -2.020  0.3911
C  -0.302  -4.063  -2.023  -1.3477
C  1.108  -4.019  -1.385  -0.9970
C  1.169  -3.381  0.023  1.2887
B  2.227  -2.126  0.268  0.2887
C  3.563  -2.121  -0.699  -0.7954
C  3.577  -1.481  -2.116  -1.3015
C  2.272  -0.983  -2.746  0.2289
C  2.872  -2.397  1.803  -1.5236
C  1.835  -2.574  2.928  0.9767
C  1.813  -3.965  3.573  -0.9643
N  0.429  -4.506  3.677  -0.6940
C  1.457  -0.660  0.410  3.0063
C  2.403  0.520  0.481  -2.2543
N  1.801  1.874  0.717  0.3558
C  0.567  2.115  -0.034  0.4542
C  0.476  3.579  -0.517  -1.0351
C  1.676  2.181  2.087  0.6832
C  1.819  3.653  2.445  -1.4150
O  1.472  1.365  2.968  -0.5441
H  -1.296  -1.846  4.213  0.2326
H  -1.651  -0.067  3.722  0.1962
H  -1.060  -1.841  1.528  -0.3622
H  -1.613  -0.691  -0.263  0.2275
H  -2.864  -0.727  -1.474  0.3652
H  -3.059  -3.110  -1.412  0.4073
H  -1.881  -3.250  -0.110  0.3312
H  -1.476  -2.514  -2.988  0.8222
H  -0.338  -1.874  -1.749  -0.7013
H  -0.148  -4.352  -3.067  0.3594
H  -0.914  -4.826  -1.538  0.3811
H  1.393  -5.073  -1.294  0.4732
H  1.798  -3.599  -2.116  0.2962
H  0.170  -3.002  0.269  -1.0270
H  1.324  -4.201  0.732  0.4142
H  3.872  -3.169  -0.802  0.4254
H  4.372  -1.664  -0.120  0.2979
H  4.026  -2.196  -2.818  0.4103
H  4.276  -0.638  -2.128  0.4405
H  1.478  -1.718  -2.831  0.1416
H  1.928  -0.086  -2.226  -0.0030
H  2.490  -0.649  -3.764  -0.0412
H  3.412  -3.350  1.707  0.4614
H  3.632  -1.656  2.074  0.2804
H  0.818  -2.373  2.581  -1.0163
H  2.000  -1.859  3.738  0.5395
H  2.413  -4.680  2.999  0.3747
H  2.263  -3.951  4.569  0.4162
H  0.040  -4.484  2.736  0.2083
H  0.535  -5.502  3.861  0.2733
H  0.773  -0.579  -0.449  -1.4703
H  0.815  -0.612  1.295  -0.0869
H  3.067  0.347  1.328  0.7771
H  3.045  0.617  -0.397  -0.1736
H  -0.319  1.914  0.579  0.0589
H  0.544  1.504  -0.930  -0.3616
H  -0.194  3.602  -1.376  0.1866
H  0.129  4.259  0.256  0.3197
H  1.460  3.864  -0.887  0.3562
H  2.368  4.160  1.657  0.3494
H  0.825  4.105  2.445  0.2647
H  2.295  3.761  3.414  0.4451
C  0.405  2.263  -4.913  -0.1588
Cl  1.194  3.775  -4.448  -0.1323
Cl  1.607  1.039  -5.317  -0.1284
Cl  -0.696  1.738  -3.639  -0.0120
H  -0.184  2.452  -5.800  0.3909
C  -7.556  3.334  2.386  0.0559
Cl  -6.417  4.146  3.459  -0.1199
Cl  -9.217  3.590  2.936  -0.1317
Cl  -7.356  3.893  0.726  -0.0839
H  -7.351  2.272  2.414  0.2817
C  0.883  7.759  0.145  -0.0891
Cl  1.459  6.791  1.502  -0.0827
Cl  0.771  6.763  -1.302  -0.0632
Cl  -0.676  8.502  0.521  -0.1382
H  1.596  8.551  -0.040  0.3655
C  -4.262  3.211  -3.538  0.1642
Cl  -3.037  3.900  -2.482  -0.0785
Cl  -5.885  3.497  -2.904  -0.1229
Cl  -4.121  3.859  -5.177  -0.1484
H  -4.094  2.142  -3.585  0.1663

Orbital gap   6.51 eV
Total charge   -1
HOMO energy   -0.1743 Eh